# C8H21N4OP

A cluster of 2 separate species, C8H21N4OP in total at a distorted geometry (wB97M-V/def2-TZVPD, the OMol25 dataset).

As for the HOMO energy (spin up / spin down): -0.0811 / -0.3485 Eh. Its expectation value of S² is 2.01. As for the multiplicity: 3. Its total charge is 0.

The geometry in XYZ format:
```
35
Properties=species:S:1:pos:R:3:forces:R:3
C 3.7577 -0.5307 0.4721 -0.6 1.2 1.0
C 3.9847 -0.8205 -0.8775 0.0 -5.1 -1.1
C 0.1618 0.5186 2.4391 0.7 -1.7 1.0
C 0.4996 -1.7436 1.2614 0.4 0.3 -0.4
C -2.5687 -1.1878 0.2846 -0.9 0.7 -1.1
C -1.6538 -1.3443 -2.0033 -0.8 -1.1 -0.4
C 0.0929 2.6429 -1.3499 -4.5 0.5 -1.8
C -1.6962 2.1421 0.3830 -0.5 -1.0 0.2
N 3.4702 -0.0843 1.4840 0.0 -0.1 1.0
N 0.3384 -0.3066 1.2355 -1.1 2.8 -1.9
N -1.4354 -0.9740 -0.6112 -0.3 1.0 -0.9
N -0.6809 1.6869 -0.5521 0.2 -0.5 1.2
O 0.8497 -0.1108 -1.4134 0.8 -0.6 -0.6
P -0.1516 0.0853 -0.3736 1.2 0.5 2.6
H 3.2776 -1.7335 -1.1740 1.6 1.7 0.6
H 5.0332 -1.1298 -1.0377 -0.5 0.2 -0.1
H 3.6685 -0.0770 -1.5093 -0.5 2.1 -1.3
H 1.0063 0.1594 3.0883 -0.6 0.7 -0.3
H 0.2880 1.6042 2.2615 -0.2 -0.8 0.0
H -0.7787 0.2243 2.9940 0.6 0.8 -0.6
H 1.4225 -2.1229 1.8013 -1.3 0.6 -0.2
H -0.4944 -2.1587 1.5461 1.1 -0.7 0.0
H 0.7429 -1.8242 0.1805 -0.1 -1.7 0.5
H -2.7052 -2.1727 0.7374 1.0 -0.3 0.2
H -2.5712 -0.3797 1.0338 -0.4 -0.8 0.0
H -3.4796 -1.1739 -0.3713 0.5 0.6 0.7
H -2.3058 -2.1992 -1.8384 -0.7 0.1 -0.9
H -2.1047 -0.5421 -2.6687 0.3 -0.8 1.0
H -0.7904 -1.8029 -2.4827 0.5 0.6 0.2
H -0.6576 3.1468 -2.1367 1.5 -1.1 1.6
H 0.4610 3.4407 -0.7776 0.6 0.9 1.2
H 0.8102 2.1169 -1.8637 1.8 -1.0 -1.1
H -1.1296 2.6155 1.2188 -0.8 -0.1 -0.1
H -2.3908 2.8751 -0.0743 0.3 -0.5 0.2
H -2.2703 1.1609 0.6939 0.8 2.6 -0.1
```
Forces are in eV/Å.

# C8H21NOP2Sn

A structure of composition C8H21NOP2Sn at a distorted geometry (wB97M-V/def2-TZVPD, the OMol25 dataset).

As for the HOMO energy (spin up / spin down): -0.5884 / -0.4824 Eh. Its total charge is +2.

The geometry in XYZ format:
```
34
Properties=species:S:1:pos:R:3:forces:R:3
Sn 0.8127 0.0054 -0.8820 -1.0 0.0 0.0
H -1.7785 -0.8512 3.3076 1.8 -0.6 -0.5
H -1.8581 0.7502 3.2788 1.5 0.7 -0.5
P 0.0260 -2.4137 -0.5601 0.1 -2.7 0.1
P 0.0477 2.4097 -0.5076 0.1 2.7 0.2
C 1.4211 3.4366 0.1032 0.3 0.1 0.0
H 1.2190 4.4832 -0.1515 0.0 -0.1 0.2
H 1.5240 3.3300 1.1893 0.0 0.0 -0.2
H 2.3655 3.1646 -0.3825 -0.2 0.0 0.1
C -0.4155 3.1928 -2.0964 0.0 -0.2 -0.2
H -1.4949 3.0489 -2.2831 0.6 0.1 -0.1
H -0.1726 4.2687 -2.0658 -0.3 -0.4 0.2
H 0.1908 2.7684 -2.9112 -0.4 0.0 0.1
C -1.3243 2.7525 0.6427 -0.2 -0.3 0.1
H -1.0714 2.4568 1.6707 0.0 0.0 -0.4
H -1.5395 3.8313 0.6507 0.2 -0.2 -0.2
H -2.2372 2.2350 0.3154 0.3 0.1 0.1
C -0.2443 -3.2456 -2.1712 -0.1 0.0 -0.1
H -0.0455 -4.3268 -2.0675 -0.2 0.4 0.1
H -1.2895 -3.0889 -2.4962 0.6 0.0 0.0
H 0.4763 -2.8676 -2.9151 -0.4 0.0 0.2
C 1.3496 -3.3851 0.2321 0.2 0.0 0.1
H 1.3212 -3.2470 1.3198 0.1 0.0 -0.2
H 1.2082 -4.4441 -0.0132 0.0 0.1 0.2
H 2.3364 -3.0965 -0.1485 -0.2 0.0 0.1
C -1.4495 -2.7528 0.4564 -0.2 0.3 0.0
H -2.3159 -2.1921 0.0783 0.2 -0.1 0.1
H -1.6942 -3.8239 0.4022 0.2 0.2 -0.1
H -1.2696 -2.4990 1.5105 0.0 0.0 -0.4
C 2.3166 0.0205 0.9800 2.1 0.0 3.2
O 2.8555 0.0029 1.9922 -1.8 0.0 -3.6
H 1.6009 0.0109 -2.4111 0.4 0.0 0.4
N 0.1628 0.0808 2.8556 -0.5 -0.1 -0.3
C -1.0336 -0.0147 3.0774 -3.1 0.0 1.3
```
Forces are in eV/Å.

# C8H21NOSi2

A cluster of 2 separate species, C8H21NOSi2 in total at a distorted geometry (wB97M-V/def2-TZVPD, the OMol25 dataset).

As for the HOMO energy (spin up / spin down): -0.2870 / -0.2825 Eh. Its total charge is 0.

The geometry in XYZ format:
```
33
Properties=species:S:1:pos:R:3:forces:R:3
C 1.6110 0.7337 0.2576 -3.5 1.4 1.6
C -0.1211 -1.2683 -1.2411 0.0 0.5 -1.6
C 3.7676 1.2046 -0.4925 2.7 -1.4 1.0
C 2.9397 -1.0481 -0.7777 1.4 -1.2 -0.7
C -2.9458 0.2161 -1.2336 1.0 0.0 0.4
C -2.8386 0.5095 1.8554 0.8 -1.7 0.8
C -1.2162 2.4817 0.2022 0.1 2.3 -0.1
C -0.3569 -0.7655 0.1611 1.3 3.3 0.5
N 2.7071 0.2255 -0.2384 1.0 1.5 -0.7
O 1.4399 1.9004 0.6143 0.6 -2.6 -0.6
Si -0.2241 -1.9918 1.5532 -0.4 -1.2 -2.1
Si -1.7774 0.7004 0.2450 -0.4 -1.8 0.4
H 0.4388 -0.5479 -1.8925 -0.3 -0.3 0.7
H 0.3849 -2.2255 -1.4508 -0.2 0.1 0.7
H -1.0834 -1.2943 -1.7594 0.0 -0.5 0.0
H 4.7985 0.6378 -0.6103 -2.0 1.1 0.9
H 3.7281 1.7388 -1.3841 -0.9 0.6 -2.1
H 3.7542 2.0016 0.2491 0.3 -0.5 0.4
H 3.9846 -1.2793 -0.4534 -0.6 -0.1 -1.2
H 2.4042 -1.8276 -0.3405 -1.4 -0.9 1.3
H 2.6771 -1.1889 -1.8522 0.9 0.6 0.4
H -3.9196 0.7305 -1.0937 0.7 -0.1 -0.7
H -2.3834 0.3212 -2.1959 -0.9 0.7 0.5
H -3.1124 -0.8662 -1.2364 -0.2 0.0 0.5
H -3.0943 -0.5607 2.2247 0.3 1.6 -1.0
H -2.3247 0.9355 2.7276 0.2 0.1 -0.2
H -3.7501 1.0812 1.8014 -0.5 0.1 -0.3
H -2.0486 3.2993 0.2084 0.9 -1.8 -0.3
H -0.5677 2.8321 1.0553 -0.7 -0.9 -0.8
H -0.5824 2.6621 -0.7090 -0.7 -0.1 0.7
H 1.0275 -2.7553 1.2735 -0.2 -0.2 0.1
H -1.4502 -2.9226 1.1765 1.0 0.6 0.8
H -0.0895 -1.6144 2.9364 -0.4 0.5 0.6
```
Forces are in eV/Å.

Result set for calculated total energy: -952.77406 -1343.66293 -1026.25168 Eh, one per record in the order listed.